1.
{"formula": "C5H10Cl2Si", "method": "the ωB97M-V functional and the def2-TZVPD basis", "total_charge": 0, "lumo_ev": 0.8, "e_above_lowest_kj_mol": 524.6, "orbital_gap_ev": 10.5, "fmax_ha_per_bohr": 0.0769, "e_tot_ha": -1406.3218, "homo_energy_ev": -9.77, "elements": ["C", "C", "C", "C", "C", "Si", "Cl", "Cl", "H", "H", "H", "H", "H", "H", "H", "H", "H", "H"], "xyz": [[-1.16225, 0.66219, 1.54517], [-1.29464, 0.44772, 0.22458], [-2.03954, 1.60136, -0.56197], [1.32250, -1.35026, 0.22780], [2.41322, -0.48804, -0.33302], [-0.52442, -1.00183, -0.57079], [2.19571, 1.17629, 0.23499], [4.10267, -0.80217, 0.37398], [-0.59734, -0.09445, 2.10923], [-1.45037, 1.58163, 2.20947], [-2.90947, 1.09097, -1.14103], [-1.38187, 1.93244, -1.37529], [-2.33901, 2.36287, 0.11860], [1.23080, -1.46009, 1.28421], [1.50248, -2.22441, -0.30779], [2.41019, -0.54719, -1.47366], [-0.13514, -0.71545, -1.99026], [-1.34351, -2.17157, -0.57421]], "forces_ev_per_a": [[0.590, 0.110, 1.006], [-1.558, 3.146, 0.918], [0.066, -3.596, -1.648], [-1.835, 1.066, -1.610], [0.239, 0.860, 0.229], [2.821, 0.737, -0.147], [-0.554, 0.882, -0.526], [-0.734, -0.883, -0.818], [-0.279, 0.362, 0.084], [0.211, -1.690, -1.782], [1.018, 1.168, 1.166], [-0.075, 0.391, 0.358], [-0.356, 0.612, 0.211], [0.486, -0.089, 0.684], [0.264, -2.457, -0.179], [0.443, 0.240, 1.699], [-0.313, 0.034, 0.176], [-0.434, -0.895, 0.179]]}

***

2.
{"formula": "C27H46BrCl20O5", "method": "the ωB97M-V functional and the def2-TZVPD basis", "total_charge": -1, "lumo_ev": 1.4, "orbital_gap_ev": 6.3, "fmax_ha_per_bohr": 0.1037, "e_tot_ha": -13210.4346, "homo_energy_ev": -4.91, "elements": ["C", "C", "C", "C", "C", "C", "C", "C", "C", "C", "C", "C", "C", "C", "Br", "O", "C", "O", "O", "C", "C", "O", "O", "H", "H", "H", "H", "H", "H", "H", "H", "H", "H", "H", "H", "H", "H", "H", "H", "H", "H", "H", "H", "H", "H", "H", "H", "H", "H", "C", "Cl", "Cl", "H", "H", "C", "Cl", "Cl", "H", "H", "C", "Cl", "Cl", "H", "H", "C", "Cl", "Cl", "H", "H", "C", "Cl", "Cl", "H", "H", "C", "Cl", "Cl", "H", "H", "C", "Cl", "Cl", "H", "H", "C", "Cl", "Cl", "H", "H", "C", "Cl", "Cl", "H", "H", "C", "Cl", "Cl", "H", "H"], "xyz": [[0.51230, -1.66173, -0.33577], [1.45522, -1.10058, -1.34950], [1.49342, -1.83987, -2.66630], [2.27575, -0.07049, -1.20230], [2.01389, 1.27061, -0.56596], [0.58489, 1.54915, -0.11268], [-0.40846, 2.00831, -1.22269], [0.05412, 1.74614, -2.64729], [-1.77506, 1.41352, -0.87431], [-2.89908, 1.93574, -1.76239], [-4.07341, 0.98238, -1.90321], [-4.97182, 0.92972, -0.67279], [-6.05358, -0.12899, -0.78474], [-5.62944, -1.55665, -0.39903], [-3.86178, -1.71405, 0.39331], [-4.95233, 1.73170, -2.83167], [-4.84054, 1.22423, -4.07880], [-4.79841, 1.82710, -5.08290], [-4.79501, -0.11906, -3.89789], [-3.89158, -0.28473, -2.77264], [-2.47921, -0.50150, -3.40971], [-1.54535, -0.80793, -2.62400], [-2.36530, -0.41013, -4.57310], [0.38760, -2.71618, -0.53351], [0.80545, -1.46267, 0.68205], [-0.47806, -1.22780, -0.50196], [0.79337, -2.66258, -2.69049], [2.49000, -2.29902, -2.74254], [1.40047, -1.17441, -3.50818], [3.26174, -0.19284, -1.62731], [2.67218, 1.38186, 0.29748], [2.31257, 2.04650, -1.26149], [0.64662, 2.37457, 0.59416], [0.12018, 0.73441, 0.42874], [-0.52363, 3.09103, -1.13355], [0.92875, 2.35419, -2.86726], [-0.68323, 2.02666, -3.38831], [0.30362, 0.71202, -2.81945], [-1.75934, 0.33426, -0.82331], [-1.99373, 1.74673, 0.14514], [-3.31172, 2.82823, -1.29972], [-2.57847, 2.22171, -2.75623], [-4.42470, 0.90150, 0.26002], [-5.46556, 1.89615, -0.65911], [-6.34155, -0.14398, -1.83201], [-6.93796, 0.21194, -0.25753], [-5.67632, -2.18414, -1.27746], [-6.34945, -1.95865, 0.29728], [-4.11562, -1.26585, -2.37577], [4.97751, 4.91007, 1.61767], [3.41621, 5.22769, 0.86068], [5.88952, 3.66920, 0.74411], [5.54682, 5.83203, 1.63316], [4.81578, 4.55205, 2.62677], [6.62944, 4.83151, -2.96677], [6.34508, 3.57495, -4.17295], [5.23566, 5.90299, -2.78985], [6.83131, 4.36461, -2.00980], [7.48038, 5.42364, -3.28224], [-2.19355, -3.87689, -1.94215], [-0.74301, -4.82608, -2.32496], [-3.68015, -4.72974, -2.39440], [-2.21143, -3.69530, -0.87563], [-2.14633, -2.93454, -2.48410], [2.65487, -0.48171, 2.98198], [1.87630, 1.09498, 2.82897], [1.48201, -1.75719, 3.33220], [3.15795, -0.71033, 2.04722], [3.37322, -0.44218, 3.79365], [-6.54900, 1.39229, 2.96774], [-5.70398, -0.11181, 3.35583], [-5.44625, 2.64519, 2.38935], [-7.28665, 1.18951, 2.19988], [-7.03455, 1.75542, 3.86569], [4.81789, 3.50440, 5.98727], [6.34711, 3.88616, 5.17296], [3.56269, 2.85234, 4.93142], [5.01536, 2.76493, 6.75407], [4.45253, 4.41717, 6.44281], [-7.73955, -6.10277, -1.72083], [-6.32535, -6.08676, -2.77461], [-7.58783, -4.93126, -0.40362], [-8.61528, -5.85361, -2.30816], [-7.84502, -7.09296, -1.29388], [9.98834, 2.98900, 4.24253], [11.56907, 3.48357, 3.62038], [8.89611, 2.49594, 2.94703], [10.12708, 2.15342, 4.91792], [9.54613, 3.82551, 4.77082], [0.20134, -5.15923, 1.18088], [-0.96722, -3.84150, 1.08784], [-0.56642, -6.69124, 1.62603], [0.66871, -5.27280, 0.20963], [0.94482, -4.91157, 1.93000], [4.55019, -4.75153, 3.57780], [3.89118, -3.56774, 4.71238], [3.90445, -4.52088, 1.94886], [5.62735, -4.64057, 3.54454], [4.28677, -5.74490, 3.92059]], "forces_ev_per_a": [[-0.951, 1.322, -0.938], [-0.341, -0.877, -0.305], [1.556, -0.921, 0.813], [0.392, 0.895, 0.388], [0.170, -0.973, 1.285], [-0.146, 0.764, -0.612], [-0.037, -0.390, 0.188], [0.261, 0.131, -0.031], [-0.074, 0.739, 0.398], [0.035, -0.778, 0.670], [-1.230, 0.816, -0.943], [0.042, 0.095, 0.047], [0.641, 0.102, -0.182], [-0.798, 0.319, -0.089], [-0.180, -0.277, 0.108], [0.175, 1.362, -0.225], [-0.052, -1.540, 1.789], [-0.576, 0.771, -1.314], [0.173, 0.133, -0.234], [0.705, -0.895, -0.933], [0.827, -0.253, 3.748], [-0.236, -0.666, 1.437], [-0.253, 0.763, -5.269], [0.314, -0.100, 0.009], [0.170, -0.107, 0.273], [-0.279, -0.216, 0.097], [-0.333, 0.120, -0.220], [0.100, -0.084, -0.241], [-0.414, 0.127, -0.193], [0.019, 0.552, -1.254], [0.191, 0.281, 0.132], [0.155, 0.081, -0.260], [-0.050, 0.096, 0.260], [0.237, -0.309, 0.081], [0.019, 0.217, 0.031], [0.213, 0.094, -0.023], [-0.287, 0.008, -0.093], [-0.084, -0.253, -0.052], [0.148, -0.152, -0.374], [-0.027, 0.036, 0.211], [-0.099, 0.299, -0.066], [0.197, -0.138, -0.215], [0.247, -0.340, 0.127], [-0.034, 0.271, -0.068], [-0.170, -0.062, -0.190], [-0.136, -0.224, 0.449], [0.411, -0.304, -0.056], [0.111, -0.239, 0.432], [-0.301, 0.176, 0.607], [-0.072, 0.031, 0.070], [-0.027, 0.002, 0.043], [0.084, 0.013, -0.003], [0.064, -0.041, -0.126], [-0.073, -0.081, -0.002], [0.098, 0.053, 0.040], [0.035, -0.057, -0.001], [0.021, 0.026, 0.069], [-0.125, -0.053, 0.005], [-0.043, 0.025, -0.064], [-0.118, 0.330, -0.230], [-0.034, -0.163, 0.043], [0.271, 0.170, 0.172], [-0.089, -0.165, -0.277], [0.183, 0.003, -0.018], [0.148, -0.046, -0.027], [-0.048, -0.064, 0.191], [-0.158, 0.101, -0.024], [-0.149, -0.012, -0.075], [-0.057, 0.025, 0.048], [-0.062, -0.018, 0.091], [-0.070, 0.034, -0.049], [-0.041, 0.059, 0.046], [0.097, -0.021, -0.087], [0.053, 0.001, 0.031], [-0.184, 0.020, 0.376], [-0.130, -0.086, -0.127], [0.314, 0.117, -0.060], [0.113, -0.022, -0.044], [-0.022, 0.034, -0.083], [-0.010, -0.055, -0.080], [-0.394, -0.228, -0.095], [-0.055, -0.008, 0.038], [0.027, 0.098, -0.003], [0.078, 0.017, 0.064], [-0.073, -0.036, 0.042], [0.031, 0.019, 0.060], [-0.019, 0.013, 0.020], [0.050, -0.045, -0.063], [0.015, 0.055, -0.071], [0.102, 0.154, 0.006], [-0.199, -0.465, 0.882], [0.054, -0.078, 0.004], [-0.110, -0.030, -0.081], [-0.078, -0.001, 0.066], [0.034, -0.032, 0.006], [0.203, -0.149, 0.155], [0.052, -0.024, -0.028], [-0.009, 0.087, -0.045], [-0.099, 0.020, -0.008]]}